[1]
The following is a DFT calculation (ωB97M-V with the def2-TZVPD basis set) of an isolated ion of composition C4H11N2O and charge +1 in a non-equilibrium geometry.

Structure (XYZ):
```
18
Properties=species:S:1:pos:R:3:forces:R:3
O 1.91591 -0.21460 2.02857 0.0649 -0.2717 -0.4578
C 2.04253 -0.67983 0.92241 -0.3539 0.3919 0.8079
C 0.90805 -0.48150 -0.12029 1.5104 0.5343 0.7571
C 0.39956 0.96870 0.01797 -0.1583 -0.7350 -0.0948
C -0.80428 1.23372 -0.87322 -0.0061 -0.8112 1.5252
N -1.85963 0.34012 -0.27499 -1.3195 1.6921 0.5246
N -0.13461 -1.51058 0.10979 0.2522 0.8042 -0.2310
H 2.94478 -1.27030 0.67945 -0.1951 0.0041 -0.2807
H 1.39874 -0.58252 -1.07171 -0.2805 -0.4448 -0.7512
H 1.18877 1.69018 -0.13715 0.3017 0.0094 -0.2677
H 0.13140 1.06032 1.05634 -0.2914 0.4084 0.5748
H -0.65866 0.78925 -1.83132 0.2056 0.5630 -1.1112
H -1.14397 2.26378 -0.80333 0.0831 -0.0276 -0.6200
H -2.12912 0.76186 0.62566 0.2905 -0.5417 -0.0606
H -1.35614 -0.62011 -0.14122 -0.4208 -0.2396 0.0507
H -2.73757 0.37564 -0.79497 0.2223 -0.5000 -0.3165
H -0.13107 -1.81505 1.06911 0.0105 -0.0861 0.4502
H 0.02530 -2.30910 -0.46109 0.0843 -0.7499 -0.4991
```
Positions in Å, forces in eV/Å.

relative energy (zero: lowest compared OMol25 entry of this formula, charge and spin) = 162.43 kJ/mol
DFT total energy = -9347.1734 eV
orbital gap = 0.38683 Eh
total charge = +1
highest occupied orbital energy = -13.69 eV

natural (NBO) atomic charge list, values in e, 2 entries: -0.48 0.41



[2]
The following is a DFT calculation (ωB97M-V with the def2-TZVPD basis set) of a 5-piece molecular cluster, C23H24F24O7 overall in a non-equilibrium geometry.

Structure (XYZ):
```
78
Properties=species:S:1:pos:R:3:forces:R:3
O -0.12154 -1.50683 1.79976 -0.2540 0.2127 -1.0467
C -0.94727 -1.01068 1.06248 1.7068 -1.3158 0.6264
O -1.90064 -0.26861 1.58019 -0.4443 1.0902 0.6587
C -2.96953 0.00368 0.66392 -0.1403 -0.5209 1.8100
C -2.62180 -0.71053 -0.58480 0.8643 -0.8619 -2.0792
C -1.08453 -1.08103 -0.45142 -1.1448 1.3764 0.6976
H -3.11462 1.08036 0.57549 0.0389 -0.0995 0.0021
H -3.78328 -0.48557 1.19922 -0.6355 0.5425 -0.4436
H -2.81969 -0.02815 -1.41142 0.2016 -0.3214 -0.2957
H -3.23504 -1.59763 -0.74316 0.0571 -0.0006 0.0895
H -0.55297 -0.19064 -0.78722 0.3307 -0.0357 -0.1907
H -0.62078 -1.94842 -0.92118 -0.5786 -0.0280 0.1493
O -5.88881 5.67409 0.71841 1.1698 -0.1796 1.3786
C -5.13312 5.53164 1.65584 -0.3878 0.1273 -1.5591
O -3.81026 5.12519 1.46294 -1.1765 -0.0830 0.7882
C -3.18317 4.97800 2.75601 1.3799 0.3732 -0.9074
C -4.22697 5.01387 3.77743 -1.9263 -1.0604 1.6489
C -5.43066 5.71076 3.13521 1.1818 0.5894 0.5484
H -2.49637 5.81411 2.88757 0.0527 0.1544 -0.1690
H -2.57987 4.07782 2.87347 -0.0918 -0.1572 -0.7416
H -3.80836 5.44131 4.68856 -0.4420 0.2764 0.0392
H -4.59906 4.02808 4.05649 0.4723 -0.3555 -0.0364
H -5.32230 6.73340 3.49652 -0.4656 0.4681 -0.8280
H -6.42619 5.37012 3.41975 0.2452 -0.1803 -0.1636
C -8.86489 0.20339 -4.84000 -1.0429 1.9745 -0.1940
C -9.60157 -0.66467 -3.86337 0.7681 -1.2306 0.8848
C -8.99546 -0.53213 -2.38423 -1.8665 -0.8126 0.0899
F -7.68112 -0.63511 -2.36646 1.2011 -0.2556 -0.4876
F -9.29873 0.63325 -1.77960 -0.3572 0.8796 -0.5364
F -10.94163 -0.44626 -3.82473 0.6570 0.5184 0.0321
F -9.45355 -1.97202 -4.23939 0.0247 0.1201 0.3832
O -7.63222 -0.30484 -5.17020 3.3372 -0.8367 -0.0262
C -6.55857 0.61553 -5.36283 -0.0235 -3.1945 1.4329
C -5.24462 -0.17797 -5.87943 -2.4755 -1.1960 -1.8632
F -4.18018 0.57492 -6.14199 0.2926 0.7569 1.0033
F -4.91648 -1.27472 -5.15300 -0.0398 0.9830 0.5770
F -6.97685 1.47275 -6.23421 0.0623 1.8323 -1.8914
F -6.27893 1.25681 -4.24429 0.1749 0.6691 1.0545
H -8.79578 1.13849 -4.28421 0.1662 0.5092 -0.2655
H -9.38910 0.38685 -5.77790 -0.6686 -0.0949 0.2728
H -9.43394 -1.28679 -1.73131 -0.0288 -0.4762 -0.2957
H -5.56351 -0.56009 -6.84917 -0.1677 -0.1477 -0.1547
C 4.79300 0.25266 -2.84476 1.8029 1.6369 0.3052
C 4.62206 -0.82129 -3.87832 0.4826 1.2151 -0.9272
C 4.73255 -0.36852 -5.36739 0.5609 2.5552 -0.0790
F 6.03836 -0.08527 -5.73039 -0.2177 0.2723 1.3474
F 4.35771 -1.16986 -6.31661 -1.2693 -2.7836 -0.7945
F 5.45221 -1.80516 -3.66420 2.9348 -1.3612 0.3581
F 3.48671 -1.36347 -3.57993 -4.1992 -0.9850 -0.5233
O 3.92492 1.36814 -3.03187 -1.5878 -0.5999 0.1976
C 3.89813 2.28347 -1.96761 -2.1204 -2.2526 -2.3582
C 2.61352 3.13781 -2.12858 0.6694 2.5634 -1.3253
F 1.43171 2.56236 -2.15529 -0.5459 -2.0279 -0.3117
F 2.49415 4.04531 -1.15809 0.8183 0.6553 1.9832
F 3.88332 1.68157 -0.80852 0.1042 -0.6919 1.7042
F 4.99589 2.94823 -2.10480 1.8041 2.3643 0.6393
H 5.79575 0.67239 -2.92490 0.3755 -0.3619 0.1642
H 4.66547 -0.21670 -1.86929 -0.0912 -0.0588 -0.1063
H 4.11832 0.51623 -5.53484 0.2171 0.5246 0.5682
H 2.71545 3.79773 -2.99010 0.2435 -0.6773 -0.8297
C 7.75104 -4.50028 6.93969 0.3284 0.6418 0.1990
C 8.77167 -3.38888 7.23368 0.9520 -2.2958 -0.3787
C 9.83109 -3.15151 6.12382 -0.7834 0.3920 -0.4546
F 10.49224 -1.98749 6.32949 -0.3697 0.0402 0.1130
F 10.75989 -4.09181 5.98868 0.4267 -1.1213 0.5314
F 8.15448 -2.26553 7.39173 -1.4650 2.5726 0.1490
F 9.31497 -3.70589 8.42058 0.8977 -0.3381 0.7082
O 6.96771 -4.01490 5.84116 -0.4322 0.1293 -0.4584
C 6.84974 -4.81720 4.73861 -0.7426 0.5262 1.0064
C 6.28994 -4.01652 3.53168 -1.1602 1.3555 -0.0969
F 7.20888 -3.07160 3.19184 0.1241 -0.4218 0.1173
F 5.96355 -4.71707 2.42587 0.9374 -0.9208 0.1889
F 8.01503 -5.32455 4.47711 2.5305 -0.8861 -1.3584
F 6.08654 -5.86929 5.04376 -1.2086 -0.6056 -0.1904
H 7.11641 -4.59505 7.82080 -0.1120 0.2063 -0.0740
H 8.27839 -5.44985 6.84843 -0.1786 0.0084 -0.6972
H 9.26626 -3.14225 5.19164 0.0658 0.5609 -0.2228
H 5.34704 -3.50805 3.73292 0.1810 0.1598 0.9142
```
Positions in Å, forces in eV/Å.

relative energy (zero: lowest compared OMol25 entry of this formula, charge and spin) = 347.12 kJ/mol
DFT total energy = -103789.9942 eV
orbital gap = 0.37998 Eh
highest occupied orbital energy = -10.05 eV

Mulliken atomic charge list, values in e, 2 entries: -0.62 0.52



[3]
The following is a DFT calculation (ωB97M-V with the def2-TZVPD basis set) of a 6-piece molecular cluster, H12O6 overall.

Structure (XYZ):
```
18
Properties=species:S:1:pos:R:3:forces:R:3
O 2.29795 2.51647 -1.38904 -0.0275 -0.1478 0.1365
H 2.86056 1.85317 -1.80325 -0.0541 0.0859 0.0118
H 1.46223 2.06153 -1.21610 0.0435 -0.0217 -0.2056
O -0.62131 2.06812 -0.92673 -0.0400 0.3953 0.0192
H -0.47269 3.00875 -0.75802 -0.0825 -0.1362 0.0075
H -1.34799 2.04048 -1.56269 0.1457 -0.1126 0.0406
O -2.89213 -1.76173 1.32868 0.1527 0.0656 -0.1451
H -2.11925 -1.44960 0.82443 -0.2377 -0.0061 0.2983
H -3.14698 -1.00998 1.87180 0.0342 -0.0325 -0.0418
O -0.48700 -0.48614 0.24354 0.3084 0.3159 0.3469
H -0.51473 0.48475 0.16006 -0.0814 -0.3788 -0.2218
H 0.31070 -0.67717 0.77124 -0.2064 -0.0517 0.0175
O 1.85081 -0.77884 2.04310 -0.1151 0.2672 -0.0498
H 1.51103 -0.73095 2.94575 0.0487 -0.0539 -0.1100
H 2.23972 0.09017 1.87632 0.0469 -0.1549 0.0835
O -0.58309 -2.55222 -1.71693 -0.0878 0.2490 0.2740
H 0.34318 -2.80678 -1.66924 -0.0569 0.0164 0.0212
H -0.69102 -1.87004 -1.02292 0.2092 -0.2991 -0.4829
```
Positions in Å, forces in eV/Å.

relative energy (zero: lowest compared OMol25 entry of this formula, charge and spin) = 96.49 kJ/mol
DFT total energy = -12480.1137 eV
orbital gap = 0.39204 Eh
highest occupied orbital energy = -10.64 eV

natural (NBO) atomic charge list, values in e, 2 entries: -0.96 0.47



[4]
The following is a DFT calculation (ωB97M-V with the def2-TZVPD basis set) of C28H38Br36ClFGaO as an isolated structure in a non-equilibrium geometry.

Structure (XYZ):
```
106
Properties=species:S:1:pos:R:3:forces:R:3
C 4.79450 -1.52984 -0.78216 -0.3825 -0.7261 -0.4025
C 3.88510 -0.28035 -1.25715 1.7718 0.7097 1.1568
F 2.61371 -0.78288 -1.74052 1.7925 0.5158 0.5102
C 3.70858 0.82895 -0.09044 -0.3119 -1.7626 -0.1596
Ga 1.82377 1.74992 -0.21270 0.4797 -0.4457 -0.8491
C 1.62508 2.25041 -2.24241 -0.2407 0.4631 -0.3079
C 0.19191 2.87885 -2.61045 0.3157 -0.1745 -1.2810
C -0.85216 1.77601 -3.17876 1.8617 0.0256 1.0465
Cl -2.26939 2.60460 -4.02205 0.4767 -0.6528 0.5927
C 0.46338 0.29878 0.33798 -1.2709 -0.8359 0.6645
C -0.82607 0.82392 1.13619 1.2650 1.4131 -0.5683
C -1.36980 2.26470 0.62059 -0.6926 -1.2024 1.1742
O -1.98814 -0.06690 1.08313 1.1071 -0.9921 0.3589
C -1.64298 -1.43518 1.36299 -0.6915 -1.2229 -0.0035
C -1.57872 -2.34562 0.01886 0.2017 0.0022 -2.2579
C -2.23710 -1.66833 -1.23777 2.5970 -3.1232 -1.2798
C -2.22239 -2.38709 -2.63830 2.7623 -1.8604 3.7565
C -1.53486 -3.78945 -2.66727 0.5155 2.9111 2.1328
C -0.88160 -4.46765 -1.40151 -0.6163 4.3065 1.2514
C -0.89753 -3.73378 -0.02353 -1.8430 2.1788 -3.7253
H 5.79422 -1.17259 -0.33174 -1.6229 -0.3379 -0.7099
H 4.25757 -2.19177 0.00368 0.7225 1.2904 -1.1631
H 5.04019 -2.24544 -1.67199 -0.4328 1.3250 1.4046
H 4.49088 0.23006 -2.09578 -1.4565 -0.8846 0.7492
H 3.65575 0.21095 0.88982 0.4631 1.1396 -1.1989
H 4.56686 1.57994 -0.09687 -0.9423 -1.2226 0.0446
H 1.75167 3.10240 0.66098 0.0090 -0.0281 0.0813
H 1.86922 1.35554 -2.91348 -0.3273 1.2382 0.7680
H 2.40892 3.08000 -2.43739 -1.1240 -1.2964 0.1554
H 0.34244 3.62102 -3.48444 -0.4776 -0.9189 1.4105
H -0.21740 3.43023 -1.70052 0.2237 -0.6885 -1.3734
H -1.18197 1.10218 -2.31779 -0.0573 0.9830 -1.3116
H -0.34542 1.11156 -3.95384 -0.7343 1.0599 0.9496
H 0.95561 -0.50767 1.00871 -0.5565 1.1567 -1.1210
H 0.13838 -0.24723 -0.62215 0.3943 0.7912 1.3282
H -0.53004 0.96255 2.23325 -0.3822 -0.2610 -1.5352
H -1.74203 2.15146 -0.45197 0.5840 0.4269 1.3856
H -0.60657 3.09332 0.77632 -0.8366 -1.2808 -0.5051
H -2.26447 2.50450 1.31409 1.1585 -0.2583 -1.2618
H -0.69128 -1.55542 1.99802 -1.2323 0.3014 -1.1641
H -2.49742 -1.86224 2.01350 1.1129 0.6028 -1.0284
H -2.70776 -0.63601 -1.22024 0.7994 -1.6002 0.4558
H -2.66074 -1.91026 -3.58619 0.7748 -0.8596 1.7296
H -1.50187 -4.31149 -3.67621 0.2751 1.0035 1.6388
H -0.36073 -5.47416 -1.45254 -0.7535 1.6835 -0.1037
H -0.41486 -4.14274 0.92694 -0.7660 0.5202 -1.6777
C -2.77534 5.93733 -5.30789 0.1000 -0.1305 0.0858
Br -0.84233 6.04805 -5.40367 -0.4571 0.0323 0.0013
Br -3.50678 7.19933 -4.02910 0.1294 -0.1988 -0.2658
Br -3.59658 6.12546 -7.05582 0.1339 0.0222 0.2810
H -3.01963 4.93928 -4.94629 0.1151 0.2597 -0.0658
C 0.99052 1.04718 5.36554 0.0913 -0.1647 -0.0260
Br 1.43664 2.65066 6.36077 -0.1346 -0.1931 -0.3056
Br -0.87319 1.02194 4.82915 0.2661 0.0404 0.3167
Br 2.17362 0.78645 3.85563 -0.2389 0.1342 0.1757
H 1.13942 0.20350 6.03701 -0.0728 0.2516 -0.1534
C -6.22542 -2.90198 -0.41680 -0.3372 -0.5801 -0.3069
Br -4.48352 -2.94251 -1.28417 -1.9102 -0.0524 0.6689
Br -6.08874 -3.17102 1.50032 0.0703 0.1251 -0.3570
Br -7.19763 -1.28121 -0.84826 0.2945 -0.2853 0.1240
H -6.80119 -3.73721 -0.81439 -0.0148 0.2377 0.2451
C -6.43344 3.15466 -1.14752 0.2916 -0.0638 0.0830
Br -8.07643 2.16215 -0.86408 0.1538 0.2325 -0.0948
Br -4.88525 1.98963 -1.15947 -0.3566 0.2690 0.0215
Br -6.51397 4.25826 -2.73998 -0.0154 -0.2046 0.2381
H -6.31862 3.82724 -0.29938 -0.0651 -0.1762 -0.2353
C 1.90662 4.10534 10.27817 -0.1044 -0.0543 -0.1085
Br 2.27253 5.42812 8.90802 -0.0323 -0.2430 0.2554
Br 2.64223 2.37496 9.80900 -0.0311 0.3367 0.2630
Br 2.49820 4.69382 12.02984 -0.0616 -0.0882 -0.3120
H 0.82542 3.98944 10.32969 0.2929 0.0313 -0.0072
C 2.97019 9.28862 6.53300 -0.0725 0.0613 -0.0447
Br 4.31143 8.76132 5.23497 -0.2465 0.0945 0.2631
Br 1.31753 8.30066 6.30348 0.3826 0.1143 0.0551
Br 3.63729 9.16423 8.35018 -0.1096 -0.0347 -0.3425
H 2.74309 10.33695 6.34802 0.0777 -0.2884 0.0445
C 4.85811 5.15450 3.89345 -0.1326 0.1285 -0.1056
Br 4.93113 4.65797 5.76745 -0.0254 0.0614 -0.2676
Br 6.00307 4.02877 2.80552 -0.2532 0.1610 0.2201
Br 3.03789 5.18685 3.22750 0.4227 -0.1101 0.1447
H 5.24401 6.16955 3.81769 -0.0770 -0.2893 0.0510
C 5.77606 -4.96825 -3.68746 -0.0182 -0.1085 -0.0719
Br 4.59000 -5.36334 -2.20548 0.2155 0.1332 -0.2312
Br 4.82250 -4.15614 -5.16500 0.2132 -0.0910 0.2891
Br 7.29853 -3.89709 -3.13623 -0.2871 -0.1843 -0.0338
H 6.16857 -5.91998 -4.04084 -0.0911 0.2725 0.0973
C -10.52375 -3.03305 1.81382 -0.0470 0.0167 0.0474
Br -9.40241 -3.86343 3.16012 -0.2919 0.1442 -0.2204
Br -10.33681 -1.10261 1.81163 0.0160 -0.3781 -0.0071
Br -10.21643 -3.78979 0.05425 -0.0094 0.1364 0.3204
H -11.55613 -3.25293 2.07915 0.2892 0.0545 -0.0869
C 6.73216 -4.43742 1.25131 -0.1226 0.0999 -0.1038
Br 8.46107 -3.76458 1.81748 -0.3185 -0.1500 -0.0780
Br 6.74318 -6.36799 1.04644 0.0263 0.3591 0.0970
Br 5.30717 -3.84259 2.42389 0.3410 -0.1819 -0.1914
H 6.53170 -4.01326 0.26751 0.0270 -0.1054 0.2103
C 1.25885 -4.46389 -7.66606 -0.1456 0.0244 0.0504
Br 2.02882 -6.06867 -8.43808 -0.0846 0.2795 0.1467
Br 1.06876 -4.60949 -5.74240 0.0130 0.0544 -0.3568
Br 2.24706 -2.87379 -8.17258 -0.1236 -0.3334 0.1451
H 0.25682 -4.36132 -8.07872 0.2849 -0.0277 0.0917
C -2.51063 -7.80661 -3.08386 -0.4845 -0.0116 -0.0024
Br -4.20272 -8.55070 -3.68577 0.1678 -0.0938 0.0114
Br -2.71227 -6.00554 -2.37831 -1.2527 -2.8853 -0.4766
Br -1.61831 -8.97888 -1.81983 -0.1352 0.1743 -0.1738
H -1.86710 -7.73473 -3.95936 -0.1679 -0.0466 0.2313
```
Positions in Å, forces in eV/Å.

DFT total energy = -2620834.7281 eV
orbital gap = 0.22263 Eh
total charge = -1
highest occupied orbital energy = -5.07 eV

Mulliken atomic charge list, values in e, 2 entries: -0.74 0.34



[5]
The following is a DFT calculation (ωB97M-V with the def2-TZVPD basis set) of an isolated ion of composition C8H9ClN and charge +1 in a non-equilibrium geometry.

Structure (XYZ):
```
19
Properties=species:S:1:pos:R:3:forces:R:3
C -2.71559 -0.69941 0.41953 0.0402 -2.0137 -1.8439
C -2.06781 -1.40466 -0.64697 -3.4574 0.4000 1.6412
C -2.07374 0.31788 1.00748 1.2189 1.1884 0.3207
C -0.78446 -1.14522 -0.95682 3.4962 2.1855 0.6171
C -0.72857 0.76094 0.56353 -0.0511 0.0601 0.1067
C 3.50855 0.63633 -0.03295 0.8988 -0.0228 -0.0683
C 2.17930 0.73735 0.15168 -1.7340 -0.6199 -0.4080
C 1.28064 -0.21432 -0.39675 5.0195 0.9936 -0.1518
N -0.02994 -0.19532 -0.27868 -5.6042 -1.4437 -0.5715
Cl -0.99731 2.38530 -0.33945 0.2155 -0.7296 0.2746
H -3.69997 -1.00880 0.73193 -0.1062 0.0442 0.0194
H -2.60709 -2.16325 -1.19032 0.0236 -0.0923 -0.0517
H -2.51912 0.89990 1.79732 -0.0482 0.1087 0.0965
H -0.25963 -1.69846 -1.72053 0.1972 -0.0914 0.0709
H -0.10338 1.03000 1.41750 -0.0290 -0.0224 -0.2277
H 4.18973 1.36361 0.37299 0.0515 0.1113 0.0535
H 3.93875 -0.17391 -0.59763 0.0590 -0.1603 -0.0756
H 1.78490 1.57785 0.70287 -0.0065 0.1163 0.1036
H 1.70473 -1.00582 -1.00472 -0.1838 -0.0121 0.0944
```
Positions in Å, forces in eV/Å.

relative energy (zero: lowest compared OMol25 entry of this formula, charge and spin) = 0.00 kJ/mol
DFT total energy = -22444.1379 eV
spin multiplicity = 3
orbital gap (spin up / spin down) = 0.23982 / 0.24259 Eh
total charge = +1
⟨S²⟩ = 2.04
highest occupied orbital energy (spin up / spin down) = -10.94 / -14.31 eV

Mulliken atomic charge list, values in e, 2 entries: -0.20 -0.57